Model one:
C3H4F2O2 | ωB97M-V with the def2-TZVPD basis set

Structure (ORCA input):
```
! RIJCOSX wB97M-V def2-TZVPD def2/J DEFGRID3
* xyz 0 1
C 0.4058 0.5372 -0.0853
C -1.8171 -0.2009 0.4455
C 1.7461 -0.1448 -0.4761
O 0.1380 1.6587 0.1751
O -0.4967 -0.4237 -0.1456
F 1.5489 -1.4911 -0.1528
F 2.8138 0.4117 0.2329
H -1.9923 -1.0123 1.0487
H -2.5166 -0.0321 -0.4758
H -1.8771 0.8221 1.0158
H 2.0472 -0.1249 -1.5825
*
```

Löwdin atomic charge list, values in e, 8 entries: C -0.462; C 0.001; C -0.200; O 0.151; O -0.050; F 0.028; F 0.040; H 0.053


Model two:
C3H4F2O2 | ωB97M-V with the def2-TZVPD basis set

Structure (ORCA input):
```
! RIJCOSX wB97M-V def2-TZVPD def2/J DEFGRID3
* xyz 0 1
C 1.1396 -0.2996 0.7743
C -1.1617 1.6319 -0.6563
C 0.3797 -1.5058 0.0788
O 2.2279 -0.5555 1.1981
O -0.1144 1.9562 0.0813
F 0.5642 -1.1403 -1.2134
F -0.9888 -1.4414 0.2999
H -1.4289 0.5486 -0.6660
H -1.9078 2.4421 -0.8803
H 0.7877 -2.5634 0.2556
H 0.5025 0.9271 0.7279
*
```

Löwdin atomic charge list, values in e, 8 entries: C -0.204; C 0.084; C -0.336; O 0.028; O -0.084; F 0.028; F -0.003; H 0.085


Most stable pick: model one. Distance to second place: 0.0977 hartree.